Entry 1:
A structure of composition C35H57As3BN3PPdS, computed with the ωB97M-V functional and the def2-TZVPD basis.

Calculated values
multiplicity	5
gap between HOMO and LUMO (spin up / spin down)	8.30 / 4.61	eV
charge	+3

Geometry as XYZ:
```
102
Properties=species:S:1:pos:R:3:mulliken_charge:R:1
Pd -0.755 -0.260 -0.296 1.15
C 3.614 -2.182 -0.297 -1.36
As 2.059 -1.009 -0.354 0.98
C 2.453 -0.046 -2.004 -1.19
C 2.514 0.401 0.956 -0.42
C 2.436 0.171 2.484 2.38
C 3.097 1.406 3.123 -2.25
C 0.992 0.106 3.025 -1.35
As -0.401 -0.892 2.084 1.05
C -1.900 -0.766 3.285 -1.24
C 0.082 -2.757 2.325 -1.26
C 3.253 -1.078 2.872 -1.38
As 3.764 -1.265 4.744 0.55
C 2.439 -2.202 5.766 -1.00
C 5.345 -2.345 4.786 -1.02
H 4.496 -1.573 -0.102 0.45
H 3.718 -2.655 -1.272 0.50
H 3.513 -2.958 0.457 0.30
H 3.206 0.723 -1.832 0.48
H 1.560 0.424 -2.410 0.19
H 2.842 -0.762 -2.726 0.66
H 1.836 1.219 0.715 -1.68
H 3.528 0.723 0.701 1.05
H 2.640 2.322 2.747 0.44
H 4.167 1.444 2.905 0.48
H 2.966 1.407 4.210 0.59
H 0.585 1.119 3.083 0.17
H 0.992 -0.287 4.046 0.30
H -1.532 -0.810 4.309 0.46
H -2.561 -1.608 3.089 0.48
H -2.454 0.152 3.123 0.31
H 0.275 -2.945 3.382 0.33
H 0.945 -3.034 1.721 0.30
H -0.764 -3.370 2.017 0.51
H 4.217 -1.071 2.359 0.78
H 2.748 -2.024 2.653 0.09
H 1.539 -1.611 5.906 0.33
H 2.866 -2.453 6.735 0.45
H 2.231 -3.114 5.200 0.39
H 6.148 -1.873 4.226 0.38
H 5.057 -3.295 4.328 0.40
H 5.655 -2.506 5.817 0.42
C 2.396 3.901 -3.470 -0.83
C 2.740 3.665 -2.144 -0.97
C 1.807 3.130 -1.273 -0.05
C 0.505 2.852 -1.708 1.12
C 0.170 3.090 -3.043 -0.76
C 1.116 3.609 -3.917 -0.82
P -0.728 2.149 -0.592 0.37
C -2.344 2.490 -1.295 1.04
C -2.828 1.667 -2.316 -0.35
C -4.062 1.915 -2.885 -0.72
C -4.826 2.986 -2.433 -0.75
C -4.349 3.808 -1.423 -0.81
C -3.107 3.565 -0.850 -0.66
C -0.676 2.998 0.998 0.97
C -1.585 2.533 1.952 -0.97
C -1.698 3.162 3.180 -0.85
C -0.890 4.257 3.472 -0.79
C -0.002 4.738 2.521 -0.79
C 0.099 4.122 1.277 -0.71
H 3.123 4.328 -4.149 0.45
H 3.734 3.908 -1.790 0.49
H 2.093 2.955 -0.245 0.25
H -0.835 2.903 -3.396 0.44
H 0.845 3.799 -4.946 0.50
H -2.242 0.817 -2.657 0.50
H -4.442 1.274 -3.669 0.45
H -5.798 3.174 -2.867 0.46
H -4.947 4.638 -1.073 0.46
H -2.747 4.213 -0.061 0.49
H -2.248 1.716 1.694 0.71
H -2.430 2.820 3.902 0.52
H -0.977 4.755 4.429 0.44
H 0.597 5.614 2.733 0.50
H 0.752 4.546 0.527 0.64
C 1.155 -3.904 -3.167 -1.02
N -0.148 -3.437 -3.643 0.07
C -0.168 -3.002 -5.052 -1.18
C -1.149 -3.154 -2.807 0.51
S -0.752 -2.767 -1.123 0.14
N -2.413 -3.209 -3.162 0.12
C -3.504 -2.684 -2.318 -0.85
C -2.876 -4.023 -4.303 -1.25
H 1.604 -4.496 -3.961 0.42
H 1.040 -4.534 -2.289 0.38
H 1.818 -3.067 -2.941 0.25
H 0.704 -2.371 -5.222 0.40
H -1.060 -2.422 -5.260 0.40
H -0.121 -3.857 -5.724 0.37
H -3.173 -1.819 -1.758 -0.24
H -3.859 -3.457 -1.636 0.35
H -4.325 -2.382 -2.964 0.53
H -2.112 -4.736 -4.594 0.44
H -3.147 -3.393 -5.149 0.39
H -3.760 -4.563 -3.972 0.43
B -5.429 -0.675 -0.312 0.69
C -3.915 -0.435 -0.032 -0.42
N -2.769 -0.335 0.127 -0.71
H -6.048 0.221 0.212 -0.11
H -5.687 -1.743 0.209 -0.11
H -5.530 -0.718 -1.528 -0.14
```

Entry 2:
A structure of composition C35H57AsF9O33 at a distorted geometry, computed with the ωB97M-V functional and the def2-TZVPD basis.

Calculated values
gap between HOMO and LUMO	10.78	eV
charge	-1

Geometry as XYZ:
```
135
Properties=species:S:1:pos:R:3:mulliken_charge:R:1
As -0.539 -1.265 0.657 2.08
F -0.293 -1.399 -1.143 -0.52
F 0.956 -0.260 0.737 -0.51
F -0.712 -1.163 2.484 -0.53
F -1.947 -2.425 0.594 -0.51
F 0.563 -2.627 0.912 -0.50
F -1.572 0.199 0.343 -0.52
C 4.370 -1.561 6.931 -0.41
C 2.956 -0.982 7.281 0.28
O 3.176 -0.399 8.523 -0.32
C 4.393 -0.800 9.070 0.65
O 4.786 -0.436 10.167 -0.53
O 5.022 -1.590 8.179 -0.31
F 2.213 -2.045 7.494 -0.28
H 4.806 -0.751 6.346 0.28
H 4.368 -2.487 6.356 0.31
H 2.370 -0.327 6.635 0.32
C 1.201 5.354 -2.202 -0.41
C -0.048 5.408 -3.086 0.34
O -0.044 6.747 -3.502 -0.29
C 0.776 7.474 -2.832 0.68
O 0.964 8.701 -2.954 -0.59
O 1.311 6.725 -1.835 -0.30
F -1.038 5.178 -2.236 -0.26
H 2.157 5.108 -2.666 0.29
H 1.009 4.766 -1.305 0.24
H -0.077 4.686 -3.902 0.32
C -1.060 4.606 3.309 -0.33
C -1.656 4.785 4.653 0.36
O -1.110 6.032 5.079 -0.32
C -0.329 6.540 4.226 0.71
O 0.100 7.705 4.269 -0.62
O -0.143 5.733 3.214 -0.30
F -1.308 3.740 5.451 -0.28
H -1.775 4.771 2.503 0.25
H -0.657 3.593 3.306 0.30
H -2.740 4.902 4.669 0.22
C -7.721 7.765 -0.483 -0.64
O -7.901 6.389 -0.159 -0.33
C -6.946 5.668 0.334 0.86
O -5.795 6.033 0.612 -0.61
O -7.375 4.440 0.265 -0.29
C -6.465 3.390 0.664 -0.68
H -7.192 7.814 -1.435 0.29
H -7.190 8.279 0.318 0.31
H -8.713 8.213 -0.546 0.22
H -5.798 3.094 -0.145 0.30
H -6.976 2.483 0.988 0.27
H -5.907 3.629 1.570 0.29
C 10.130 1.122 -1.573 -0.57
O 9.113 0.210 -2.039 -0.31
C 8.352 -0.567 -1.274 0.78
O 8.396 -0.534 -0.011 -0.60
O 7.500 -1.262 -2.117 -0.28
C 6.399 -2.052 -1.592 -0.62
H 9.537 1.982 -1.261 0.23
H 10.635 1.534 -2.447 0.25
H 10.737 0.775 -0.736 0.30
H 5.957 -2.612 -2.416 0.23
H 5.583 -1.386 -1.311 0.31
H 6.609 -2.616 -0.684 0.29
C -5.166 -0.952 5.766 -0.65
O -5.491 0.442 5.879 -0.27
C -6.746 0.901 5.943 0.76
O -7.724 0.251 5.629 -0.56
O -6.684 2.148 6.410 -0.30
C -7.825 2.998 6.583 -0.64
H -5.253 -1.288 4.732 0.29
H -5.765 -1.556 6.446 0.30
H -4.143 -1.111 6.107 0.24
H -8.585 2.328 6.986 0.31
H -8.187 3.592 5.744 0.27
H -7.662 3.736 7.367 0.25
C 6.105 4.541 0.353 -0.60
O 6.706 5.120 -0.776 -0.30
C 7.116 6.445 -0.819 0.77
O 7.081 7.223 0.085 -0.54
O 7.685 6.650 -1.950 -0.30
C 8.477 7.839 -2.078 -0.73
H 5.091 4.919 0.477 0.27
H 6.681 4.683 1.267 0.30
H 6.128 3.481 0.100 0.22
H 8.095 8.700 -1.528 0.32
H 8.373 8.247 -3.083 0.29
H 9.509 7.732 -1.744 0.29
C 2.898 -1.724 -6.649 -0.60
O 2.662 -2.527 -7.776 -0.30
C 3.209 -3.753 -7.777 0.84
O 3.785 -4.334 -6.870 -0.59
O 2.887 -4.212 -8.971 -0.31
C 3.343 -5.448 -9.499 -0.63
H 2.629 -2.176 -5.694 0.27
H 2.313 -0.832 -6.872 0.21
H 3.964 -1.499 -6.675 0.30
H 3.347 -6.240 -8.751 0.32
H 4.298 -5.276 -9.997 0.27
H 2.538 -5.628 -10.212 0.22
C -5.111 -0.434 -4.288 -0.61
O -6.153 0.480 -4.774 -0.33
C -7.339 0.612 -4.202 0.82
O -7.670 0.144 -3.108 -0.58
O -8.060 1.435 -5.012 -0.30
C -9.372 1.738 -4.612 -0.64
H -5.362 -1.456 -4.570 0.28
H -4.927 -0.311 -3.220 0.33
H -4.171 -0.159 -4.766 0.22
H -9.939 0.850 -4.332 0.30
H -9.847 2.182 -5.486 0.25
H -9.506 2.513 -3.858 0.27
C 2.421 -7.752 -2.536 -1.43
C 1.001 -7.725 -3.127 0.46
C 0.520 -6.358 -3.667 -0.42
O -0.097 -6.741 -4.899 -0.31
C 0.215 -7.981 -5.241 0.68
O 0.027 -8.510 -6.334 -0.59
O 1.139 -8.478 -4.342 -0.34
H 2.572 -7.065 -1.703 0.40
H 3.209 -7.478 -3.237 0.35
H 2.705 -8.728 -2.142 0.35
H 0.229 -8.128 -2.473 0.27
H 1.318 -5.639 -3.853 0.29
H -0.195 -5.990 -2.932 0.31
C -2.235 -8.355 2.408 -1.47
C -1.047 -8.366 3.465 0.43
C -1.149 -7.370 4.588 -0.35
O -0.973 -8.227 5.764 -0.32
C -0.955 -9.461 5.439 0.69
O -0.789 -10.281 6.310 -0.58
O -1.160 -9.612 4.099 -0.35
H -2.240 -9.177 1.692 0.34
H -2.200 -7.392 1.899 0.41
H -3.217 -8.411 2.878 0.37
H -0.177 -8.268 2.817 0.23
H -2.158 -6.959 4.581 0.28
H -0.413 -6.594 4.377 0.32
```

Entry 3:
A structure of composition C35H58BN6P2STi at a distorted geometry, computed with the ωB97M-V functional and the def2-TZVPD basis.

Calculated values
multiplicity	3
ΔE to the lowest compared entry with this formula, charge and spin	2.3	kJ/mol
gap between HOMO and LUMO (spin up / spin down)	6.34 / 7.36	eV
charge	+1

Geometry as XYZ:
```
104
Properties=species:S:1:pos:R:3:mulliken_charge:R:1
Ti -0.043 0.275 0.771 -0.82
C 4.306 -1.169 -0.431 -1.93
C 4.011 0.302 -0.117 2.09
C 4.017 0.483 1.410 -2.12
C 5.099 1.198 -0.710 -1.86
P 2.247 0.692 -0.646 0.94
C 2.276 2.566 -0.548 -1.45
N 0.927 3.050 -0.403 0.08
B -0.121 2.318 0.268 1.69
N -1.318 3.063 -0.068 0.35
C -2.634 2.497 0.135 -1.40
P -2.547 0.700 -0.428 0.74
C -3.638 -0.174 0.837 2.48
C -4.946 0.520 1.218 -1.81
C -3.923 -1.602 0.355 -1.96
C -2.726 -0.251 2.073 -0.96
C -3.381 0.759 -2.114 2.00
C -2.773 1.952 -2.873 -1.74
C -4.897 0.915 -2.075 -1.88
C -2.993 -0.540 -2.839 -1.71
C -1.000 4.155 -0.875 0.38
C -1.792 5.138 -1.445 -0.80
C -1.180 6.105 -2.239 -0.82
C 0.194 6.091 -2.451 -0.84
C 1.000 5.115 -1.869 -0.68
C 0.397 4.148 -1.080 0.53
C 2.045 0.396 -2.510 2.39
C 0.795 1.174 -2.941 -2.26
C 1.770 -1.093 -2.757 -1.73
C 3.222 0.841 -3.375 -1.95
H 5.217 -1.482 0.089 0.52
H 4.465 -1.327 -1.498 0.33
H 3.488 -1.818 -0.103 0.23
H 4.966 0.124 1.818 0.66
H 3.212 -0.077 1.885 0.44
H 3.913 1.533 1.694 0.28
H 6.051 0.942 -0.236 0.55
H 4.911 2.255 -0.512 0.28
H 5.218 1.061 -1.780 0.33
H 2.752 2.984 -1.437 0.29
H 2.887 2.841 0.314 0.38
H -3.398 3.050 -0.409 0.25
H -2.898 2.515 1.193 0.39
H -5.702 0.415 0.443 0.36
H -4.808 1.584 1.420 0.29
H -5.344 0.062 2.130 0.52
H -4.627 -1.611 -0.478 0.34
H -4.366 -2.186 1.168 0.53
H -3.005 -2.102 0.042 0.21
H -2.663 0.711 2.585 0.29
H -1.713 -0.573 1.788 -0.67
H -3.106 -0.990 2.782 0.68
H -3.297 2.881 -2.646 0.29
H -2.865 1.779 -3.949 0.62
H -1.717 2.105 -2.651 0.08
H -5.201 1.768 -1.464 0.30
H -5.394 0.019 -1.701 0.32
H -5.259 1.093 -3.092 0.50
H -1.907 -0.666 -2.857 0.19
H -3.349 -0.512 -3.873 0.56
H -3.426 -1.418 -2.358 0.29
H -2.863 5.162 -1.279 0.47
H -1.782 6.882 -2.693 0.42
H 0.645 6.854 -3.071 0.41
H 2.071 5.123 -2.031 0.46
H -0.043 0.953 -2.279 0.02
H 0.520 0.875 -3.957 0.85
H 0.957 2.253 -2.944 0.34
H 0.903 -1.426 -2.190 0.06
H 2.617 -1.724 -2.486 0.31
H 1.564 -1.246 -3.821 0.54
H 3.533 1.865 -3.156 0.32
H 2.916 0.811 -4.424 0.46
H 4.081 0.179 -3.266 0.39
N 0.320 1.174 4.815 -0.07
C 0.028 1.432 3.523 -1.02
N 0.444 0.482 2.716 0.39
C 1.076 -0.461 3.543 0.02
C 1.723 -1.657 3.236 -0.42
C 2.268 -2.378 4.281 -1.63
C 2.182 -1.928 5.607 -0.75
C 1.548 -0.745 5.925 -1.02
C 0.996 -0.028 4.871 0.76
H 0.076 1.759 5.596 0.26
H -0.459 2.338 3.203 0.62
H 1.808 -1.995 2.212 1.30
H 2.789 -3.304 4.073 0.50
H 2.631 -2.516 6.397 0.43
H 1.492 -0.387 6.946 0.45
S -0.199 -2.334 0.267 0.19
C 0.009 -3.997 0.478 -0.11
N 0.208 -4.526 1.690 -0.04
C 0.357 -5.958 1.945 -0.61
C -0.380 -6.736 0.870 -0.68
C 0.108 -6.270 -0.491 -0.59
N -0.041 -4.818 -0.575 -0.06
H 0.261 -3.875 2.456 0.16
H -0.051 -6.177 2.930 0.40
H 1.415 -6.233 1.951 0.31
H -1.452 -6.548 0.952 0.30
H -0.203 -7.803 0.992 0.36
H -0.474 -6.722 -1.291 0.38
H 1.154 -6.550 -0.636 0.29
H -0.185 -4.377 -1.467 0.22
```